H5ISi2 | ωB97M-V with the def2-TZVPD basis set

Its spin multiplicity is 1. The HOMO energy comes out at -8.573 eV. As for the HOMO-LUMO gap: 6.86 eV.

```
8
Properties=species:S:1:pos:R:3:forces:R:3
Si 0.648 1.129 0.105 1.3 -0.4 -0.6
Si 0.012 -1.098 0.090 -2.2 -2.0 -0.7
I -3.256 -0.126 -0.053 2.0 -0.6 0.2
H -0.197 1.514 1.229 0.3 0.7 0.3
H 2.187 0.865 0.213 -1.2 0.6 0.4
H 0.471 1.870 -1.212 -0.2 -0.6 0.8
H 0.171 -2.503 0.923 -0.2 2.2 -0.5
H -0.036 -1.649 -1.295 0.1 0.1 0.2
```
Forces are in eV/Å.


H5N2PS | ωB97M-V with the def2-TZVPD basis set

Its spin multiplicity is 3. Its expectation value of S² is 2.01. The HOMO energy (alpha / beta) comes out at -6.049 / -9.693 eV. As for the HOMO-LUMO gap (alpha / beta): 7.13 / 7.08 eV.

```
9
Properties=species:S:1:pos:R:3:forces:R:3
N -0.950 -1.272 0.082 2.2 -3.4 0.8
N -1.700 1.285 0.053 -0.2 0.1 0.5
P -2.105 -0.331 -0.232 -3.2 2.8 -1.0
S 1.952 0.171 -0.595 2.7 1.0 0.5
H 2.094 -0.297 0.664 0.2 0.2 -0.2
H -1.109 -2.229 -0.256 0.8 0.4 0.2
H -2.358 1.921 -0.349 -0.4 0.3 -0.1
H -0.766 1.631 -0.053 0.6 -0.2 -0.3
H 0.788 -0.293 -0.578 -2.8 -1.1 -0.3
```
Forces are in eV/Å.


H5N5 | ωB97M-V with the def2-TZVPD basis set

Its spin multiplicity is 1. The HOMO energy comes out at -8.799 eV. As for the HOMO-LUMO gap: 9.87 eV. As for the SMILES: N/N=N/NN.

```
10
Properties=species:S:1:pos:R:3:forces:R:3
N 2.245 0.034 0.102 0.4 -1.2 -2.4
N 0.947 -0.354 -0.102 0.0 1.4 1.3
N 0.107 0.427 0.452 1.5 -1.6 -1.0
N -1.020 -0.358 0.656 -2.6 2.3 0.2
N -2.220 -0.015 -0.126 0.6 2.0 0.0
H 2.807 -0.234 -0.776 -0.9 1.0 2.2
H 2.346 0.922 0.577 0.2 0.3 -0.4
H -0.796 -1.269 0.389 0.3 -1.9 -0.4
H -2.434 1.061 -0.058 0.9 -2.8 0.0
H -1.980 -0.215 -1.113 -0.2 0.5 0.5
```
Forces are in eV/Å.


H5NO | ωB97M-V with the def2-TZVPD basis set

Its spin multiplicity is 1. The HOMO energy comes out at -10.669 eV. As for the HOMO-LUMO gap: 11.59 eV. As for the SMILES: N.O.

```
7
Properties=species:S:1:pos:R:3:forces:R:3
N 0.972 0.315 -0.258 0.4 0.0 -0.3
H 0.945 -0.039 -1.220 0.1 0.2 0.4
H 1.603 -0.298 0.267 -0.3 0.3 -0.3
H 1.414 1.239 -0.293 -0.2 -0.4 0.0
O -1.829 -0.685 0.280 0.1 0.7 0.8
H -2.101 -0.340 1.160 0.3 -0.4 -1.0
H -1.005 -0.191 0.064 -0.4 -0.3 0.3
```
Forces are in eV/Å.


H5NO | ωB97M-V with the def2-TZVPD basis set

Its spin multiplicity is 1. The HOMO energy comes out at -10.526 eV. As for the HOMO-LUMO gap: 11.32 eV. As for the SMILES: N.O.

```
7
Properties=species:S:1:pos:R:3:forces:R:3
N -1.294 0.701 0.015 -0.1 0.1 -0.4
H -1.872 -0.051 -0.374 0.3 0.4 0.2
H -0.603 0.947 -0.701 -0.4 -0.1 0.3
H -1.905 1.516 0.132 0.3 -0.4 -0.1
O 2.217 -1.261 0.377 -0.9 0.7 -0.2
H 1.781 -1.082 -0.486 0.4 -0.2 1.0
H 1.675 -0.772 1.037 0.5 -0.5 -0.8
```
Forces are in eV/Å.


H5NO | ωB97M-V with the def2-TZVPD basis set

Its spin multiplicity is 1. The HOMO energy comes out at -10.559 eV. As for the HOMO-LUMO gap: 11.40 eV. As for the SMILES: N.O.

```
7
Properties=species:S:1:pos:R:3:forces:R:3
N 0.531 -1.092 -0.189 -2.5 -0.1 0.2
H 0.701 -2.085 -0.345 -0.2 0.2 0.0
H 1.180 -0.819 0.524 0.1 0.3 0.5
H -0.488 -0.989 0.187 2.7 -0.4 -0.7
O -0.521 2.015 0.019 -0.1 1.0 0.6
H -0.109 1.392 -0.553 0.6 -0.9 -0.8
H -1.294 1.576 0.358 -0.4 -0.2 0.2
```
Forces are in eV/Å.


H5NO2 | ωB97M-V with the def2-TZVPD basis set

Its spin multiplicity is 1. The HOMO energy comes out at -10.424 eV. As for the HOMO-LUMO gap: 11.15 eV. As for the SMILES: OO.N.

```
8
Properties=species:S:1:pos:R:3:forces:R:3
O -1.207 0.592 -0.194 -1.1 -1.8 2.0
O -2.326 -0.420 -0.159 0.3 1.3 0.1
H -0.805 0.327 0.694 -0.5 0.6 -1.7
H -3.127 0.076 0.165 1.3 -0.2 -0.4
N 2.161 -0.047 -0.113 1.4 -0.5 0.6
H 1.849 -0.308 -1.003 -0.3 -0.7 -1.8
H 1.961 -0.834 0.472 0.1 -0.6 0.4
H 1.495 0.614 0.138 -1.2 1.8 0.8
```
Forces are in eV/Å.


H5NP4 | ωB97M-V with the def2-TZVPD basis set

Its spin multiplicity is 1. The HOMO energy (alpha / beta) comes out at -7.950 / -8.169 eV. As for the HOMO-LUMO gap (alpha / beta): 6.58 / 6.88 eV. As for the SMILES: [PH2]#P=N[PH]#[PH2].

```
10
Properties=species:S:1:pos:R:3:forces:R:3
P 2.876 0.011 1.068 2.2 0.9 -0.6
P 1.670 -1.364 0.009 -4.1 1.7 0.3
N 0.126 -0.244 0.410 4.0 -2.6 -0.7
P -1.358 -0.897 0.182 0.3 -0.9 0.1
P -2.372 0.672 -0.826 -3.4 0.6 -0.5
H 2.187 1.025 0.379 0.3 0.4 0.2
H 4.126 0.052 0.153 -1.7 -0.2 1.1
H -1.293 -1.615 -1.076 0.1 -0.1 0.6
H -2.235 1.915 -0.205 0.6 0.0 0.7
H -3.728 0.443 -0.094 1.8 0.3 -1.1
```
Forces are in eV/Å.


H5NS2 | ωB97M-V with the def2-TZVPD basis set

Its spin multiplicity is 1. The HOMO energy comes out at -9.424 eV. As for the HOMO-LUMO gap: 9.83 eV. As for the SMILES: SS.N.

```
8
Properties=species:S:1:pos:R:3:forces:R:3
S 1.164 -2.308 -0.366 0.1 -0.1 0.2
S 1.103 -0.785 -1.730 -0.1 0.2 -0.1
H 1.364 -1.509 0.691 0.1 -0.2 0.2
H -0.113 -0.373 -1.348 0.0 0.1 -0.4
N -0.855 1.366 0.588 -0.2 1.3 0.8
H -1.511 1.555 1.326 -0.4 -0.2 -0.3
H -1.188 0.823 -0.179 0.1 -0.4 0.2
H 0.036 1.231 1.018 0.5 -0.6 -0.6
```
Forces are in eV/Å.


H5O2S | ωB97M-V with the def2-TZVPD basis set

Its spin multiplicity is 1. The HOMO energy comes out at -3.334 eV. As for the HOMO-LUMO gap: 7.56 eV. The charge is -1.

```
8
Properties=species:S:1:pos:R:3:forces:R:3
S -0.134 -0.737 0.295 -0.1 0.5 -0.9
H -0.202 -1.359 1.444 0.1 -0.5 0.8
H 2.893 0.576 -1.307 -1.9 -2.0 -0.6
H 1.632 -0.551 -1.409 0.3 0.7 1.0
O 2.425 -0.162 -1.818 1.7 1.3 -0.3
H -1.885 0.592 0.798 -0.2 1.4 0.4
H -1.489 1.944 1.437 -0.2 -0.3 -0.2
O -2.274 1.486 1.108 0.3 -1.0 -0.2
```
Forces are in eV/Å.


H5O3 | ωB97M-V with the def2-TZVPD basis set

Its spin multiplicity is 1. The HOMO energy comes out at -4.082 eV. As for the HOMO-LUMO gap: 8.86 eV. The charge is -1.

```
8
Properties=species:S:1:pos:R:3:forces:R:3
O 0.299 -0.124 -0.128 -0.3 0.0 0.7
H 1.159 -0.503 0.056 0.3 0.0 -0.4
O -0.411 0.721 -2.448 0.0 0.0 0.3
H 0.078 1.543 -2.420 0.0 0.2 -0.2
H -0.178 0.358 -1.510 0.1 -0.3 -0.2
O -0.204 -1.025 2.328 0.1 0.1 -0.1
H -0.714 -0.319 2.727 -0.1 0.0 0.1
H -0.030 -0.651 1.395 -0.2 -0.1 -0.1
```
Forces are in eV/Å.


H5OS2 | ωB97M-V with the def2-TZVPD basis set

Its spin multiplicity is 1. The HOMO energy comes out at -15.326 eV. As for the HOMO-LUMO gap: 4.33 eV. The charge is +1.

```
8
Properties=species:S:1:pos:R:3:forces:R:3
O 3.078 0.066 -0.915 0.4 1.0 -0.5
H 3.571 -0.302 -0.173 -0.5 -0.2 0.2
H 2.148 -0.158 -0.935 0.0 -1.0 0.2
H -1.735 -0.077 0.849 -0.4 0.6 -1.0
S -0.066 0.054 -0.399 0.2 -0.2 0.7
S -2.704 -0.087 1.812 1.1 -0.3 2.1
H -0.371 0.636 -1.567 -0.3 0.1 -0.3
H -3.921 -0.132 1.328 -0.6 0.0 -1.3
```
Forces are in eV/Å.


E_tot: -879.56886 -851.91539 -276.64372 -132.99252 -132.98460 -132.98253 -208.11063 -1423.01523 -854.10410 -551.71031 -228.74699 -874.10415 (a.u.)
Relative energy (zero: lowest compared OMol25 entry of this formula, charge and spin): 241.5 14.1 71.1 0.9 21.7 27.2 139.0 197.8 25.2 30.6 10.4 495.5 (kJ/mol)